Record 1
DFT (the ωB97M-V functional and the def2-TZVPD basis) results for 2 unconnected molecules or ions with the total composition C4H12NO2 at a distorted geometry.

Values from the calculation:
- Orbital gap: 10.9 eV
- ΔE to the lowest compared entry with this formula, charge and spin: 223.5 kJ/mol
- Strongest force on any atom: 0.07873 Eh/bohr
- Net charge: +1

```
19
Properties=species:S:1:pos:R:3:forces:R:3
O -0.667124 0.468155 2.006908 -0.243 -0.280 0.178
C -1.218621 0.887521 1.034699 0.993 0.041 -0.652
C -0.431011 0.932275 -0.332363 -2.109 0.612 -0.030
N -0.203389 -0.491425 -0.818537 1.870 3.238 -1.550
C 0.475929 -0.424996 -2.209118 -2.493 -1.584 -0.948
C 0.827578 1.695765 -0.165575 0.675 1.667 2.458
H -2.226371 1.318583 1.038178 -0.197 -0.049 0.067
H -1.066685 1.497754 -1.010052 -0.224 -0.606 -0.555
H 0.491577 -0.762449 -0.131530 -0.252 -1.761 0.385
H -1.066578 -1.014942 -0.840478 0.096 -0.579 0.242
H 1.408169 0.089315 -2.231370 0.465 0.243 0.445
H -0.263060 0.064733 -2.864730 0.451 0.227 0.342
H 0.553032 -1.432930 -2.692140 0.209 0.621 1.049
H 1.675929 1.480866 -0.767817 0.470 -0.239 -0.563
H 1.105738 1.709351 0.889165 0.655 -1.290 0.161
H 0.708183 2.786584 -0.097698 -0.629 -0.082 -1.318
H 1.514818 -2.805209 0.493212 0.134 -0.233 0.788
H 0.515950 -2.304463 1.665920 0.618 -0.348 0.275
O 0.652151 -2.455361 0.728300 -0.489 0.401 -0.773
```
Forces are in eV/Å.

---

Record 2
DFT (the ωB97M-V functional and the def2-TZVPD basis) results for 2 unconnected molecules or ions with the total composition C7H14BBrN3O5 at a distorted geometry.

Values from the calculation:
- Orbital gap: 7.5 eV
- Strongest force on any atom: 0.19691 Eh/bohr
- Net charge: +1

```
31
Properties=species:S:1:pos:R:3:forces:R:3
O -0.210949 -3.451652 -0.756424 -6.429 6.825 -2.275
C -1.084922 -2.508523 -1.129721 4.690 -5.062 2.380
Br -1.208582 -2.077859 -3.093795 -0.207 -0.257 2.050
C -2.044695 -1.652593 -0.063545 0.231 0.678 -0.435
C -1.643663 -0.063567 -0.294842 2.199 0.253 -0.489
N -0.207153 0.251047 -0.761374 -6.811 1.264 1.980
N -0.202323 1.633464 -0.871419 -5.960 0.232 2.033
C -1.532370 2.239671 -0.480795 0.525 -2.059 -0.119
N -2.534936 1.143197 -0.091245 9.673 0.109 -2.993
O -3.805902 1.248608 0.334698 -0.500 -0.561 -1.393
B -4.782121 0.867183 -0.705038 -2.812 -1.053 -1.815
O -6.146114 0.463399 -0.214280 4.989 -0.599 -0.364
O -4.425123 0.837914 -2.157134 -0.015 -1.809 4.271
H -3.201263 -1.824112 -0.303002 2.645 0.372 0.353
H -1.834540 -2.003899 1.057836 -0.247 0.845 -2.630
H 0.674566 2.125218 -1.196142 -1.466 -0.466 0.496
H -1.826729 3.371827 -0.444097 0.844 -2.457 -0.176
H -5.964194 -0.359517 0.353581 -0.773 1.807 -0.727
H -4.265622 -0.150954 -2.333120 -0.534 1.994 -0.186
C 3.784615 -1.180758 0.515768 0.228 -0.229 -0.226
C 4.288912 0.221355 0.817654 -0.550 -0.357 0.407
C 3.912291 0.654759 2.225457 0.273 0.233 0.195
O 3.732094 1.136194 -0.122841 -0.229 0.421 -0.422
H 2.691728 -1.226751 0.581447 0.030 0.048 0.144
H 4.052164 -1.474576 -0.504869 0.039 0.037 0.179
H 4.207542 -1.910918 1.212803 -0.099 0.064 -0.099
H 5.377688 0.253989 0.701358 -0.221 0.175 -0.166
H 2.823999 0.673859 2.351726 0.015 -0.163 -0.043
H 4.271052 1.670349 2.424387 0.029 -0.184 -0.027
H 4.339057 -0.020342 2.973771 -0.100 0.101 -0.065
H 2.765490 1.113989 -0.026803 0.543 -0.200 0.163
```
Forces are in eV/Å.

---

Record 3
DFT (the ωB97M-V functional and the def2-TZVPD basis) results for a single C3H3FO molecule at a distorted geometry.

Values from the calculation:
- Orbital gap: 10.0 eV
- ΔE to the lowest compared entry with this formula, charge and spin: 159.8 kJ/mol
- SMILES: O=C1C[C@@H]1F
- Strongest force on any atom: 0.07721 Eh/bohr

```
8
Properties=species:S:1:pos:R:3:forces:R:3
O -1.254279 0.966249 1.437359 0.651 -0.547 -1.808
C -0.578923 0.475284 0.556224 -0.297 1.011 3.071
C -0.068296 0.400806 -0.803440 1.184 0.240 3.262
C 0.497330 -0.489546 0.331010 1.241 -2.725 0.523
F 0.006653 -1.835073 0.214337 0.463 1.291 0.070
H -0.710669 -0.100040 -1.379918 -2.067 -1.840 -2.847
H 0.528959 1.167385 -1.136046 1.103 1.688 -1.130
H 1.579225 -0.585065 0.780474 -2.279 0.883 -1.142
```
Forces are in eV/Å.

---

Record 4
DFT (the ωB97M-V functional and the def2-TZVPD basis) results for a molecular structure, C24H32F32GaN2O7P2.

Values from the calculation:
- Orbital gap: 5.2 eV
- Strongest force on any atom: 0.01481 Eh/bohr
- Net charge: -1

```
100
Properties=species:S:1:pos:R:3:forces:R:3
C -5.101365 -0.084880 5.281105 -0.205 0.030 -0.123
P -4.067310 1.462591 5.085039 0.328 0.110 0.285
C -5.388387 2.781770 5.135335 -0.366 -0.267 -0.064
Ga -3.379333 1.575611 2.830337 -0.170 0.130 -0.058
C -2.911648 3.531457 2.475407 0.487 -0.249 0.117
N -2.273922 3.710984 1.132362 -0.133 0.228 -0.065
C -1.689480 0.485363 2.464728 0.335 0.386 -0.126
O -1.762840 -0.799411 3.033101 -0.444 0.293 -0.188
O -0.566511 -1.561863 2.737676 0.697 -0.198 -0.206
P -5.238559 0.997912 1.478886 -0.434 0.121 0.236
N -4.755787 1.568546 -0.153871 -0.420 -0.107 0.039
O -5.204275 -0.655358 1.226998 0.450 -0.151 -0.596
H -4.962752 -0.746749 4.414324 -0.065 0.035 0.353
H -4.817918 -0.604022 6.207980 -0.123 0.035 -0.334
H -6.172817 0.178053 5.340595 0.395 -0.134 -0.042
H -6.312530 2.411942 4.654762 0.330 0.290 0.052
H -5.046355 3.686029 4.609160 -0.124 -0.235 0.265
H -5.624544 3.016943 6.184056 0.059 0.119 -0.315
H -2.202621 3.809990 3.279192 -0.303 0.206 -0.124
H -3.781262 4.198373 2.562452 0.180 -0.199 -0.121
H -1.299728 3.410976 1.176942 -0.333 0.066 -0.053
H -2.267806 4.694951 0.865461 0.219 -0.143 0.169
H -0.827434 1.045185 2.888051 -0.197 -0.211 -0.057
H -1.543949 0.441189 1.364710 -0.136 -0.161 0.390
H -0.099594 -1.040132 2.053562 -0.418 -0.161 0.328
H -5.347752 1.039126 -0.804070 0.089 0.204 0.141
H -5.151401 2.514889 -0.177916 0.213 -0.147 -0.121
H -4.372509 -0.943286 0.810075 -0.189 0.104 0.426
C -4.060873 3.064588 -5.243239 -0.358 -0.395 -0.172
C -3.387605 4.388892 -5.635755 0.031 0.114 0.375
C -1.958757 4.335058 -6.188159 -0.021 0.009 -0.100
F -1.092146 3.867704 -5.271614 -0.021 -0.028 0.067
F -1.580401 5.590388 -6.524405 0.022 0.003 -0.002
F -3.451133 5.271045 -4.619202 0.007 -0.057 -0.085
F -4.132942 4.892654 -6.670387 -0.002 -0.059 -0.045
O -4.095745 2.715996 -3.876407 0.446 0.433 0.179
C -3.094424 1.999443 -3.259856 -0.245 -0.081 -0.036
C -2.438378 2.783380 -2.108268 -0.302 0.165 -0.094
F -1.900126 3.927714 -2.598043 0.006 -0.020 -0.070
F -1.425922 2.031421 -1.624852 0.147 -0.156 0.052
F -2.155062 1.581208 -4.150203 -0.097 0.043 0.034
F -3.664055 0.898927 -2.732374 0.249 -0.061 -0.297
H -5.108864 3.215825 -5.502076 0.021 0.001 0.024
H -3.698500 2.243710 -5.865213 0.171 0.077 0.032
H -1.917628 3.706489 -7.081863 0.001 -0.018 0.012
H -3.148715 3.003927 -1.312819 0.075 -0.131 0.122
C 0.151077 -1.303864 -2.672207 -0.357 0.061 -0.428
C 0.203631 -1.004681 -1.167086 0.204 -0.236 0.062
C 0.950237 0.261675 -0.723094 -0.218 0.027 -0.053
F 2.263558 0.160685 -1.027096 0.066 -0.055 0.010
F 0.827317 0.374601 0.618680 0.252 -0.013 0.029
F 0.692067 -2.071517 -0.491341 0.041 0.082 -0.094
F -1.087851 -0.835034 -0.783204 -0.017 0.099 -0.032
O 1.072653 -2.257136 -3.187977 0.389 0.028 0.408
C 2.316182 -1.927121 -3.639641 -0.273 0.010 -0.133
C 3.419624 -2.650908 -2.853140 0.009 -0.018 0.048
F 3.386791 -2.307126 -1.555487 0.000 0.065 -0.044
F 4.621712 -2.277963 -3.365109 0.008 -0.023 0.005
F 2.535436 -0.598045 -3.672841 -0.058 -0.094 0.066
F 2.422777 -2.378174 -4.920976 -0.022 0.097 0.038
H -0.819747 -1.775612 -2.815553 0.031 -0.023 -0.010
H 0.143572 -0.384978 -3.259719 0.150 0.063 0.113
H 0.537265 1.159193 -1.181886 0.000 -0.047 -0.069
H 3.302936 -3.732227 -2.945415 0.000 0.019 -0.039
C 0.046046 -4.167317 5.970523 0.217 0.554 0.050
C -0.124104 -5.193324 4.841931 0.041 -0.231 0.207
C -1.466732 -5.211715 4.112601 -0.081 0.222 -0.255
F -2.470367 -5.555323 4.947121 0.051 -0.029 0.118
F -1.415266 -6.139409 3.125438 0.028 -0.022 0.023
F 0.183524 -6.437247 5.284547 -0.045 0.059 0.004
F 0.795832 -4.862101 3.890892 -0.016 0.026 0.007
O -0.104477 -4.634145 7.304111 -0.285 -0.501 -0.086
C -1.305974 -4.653062 7.957710 0.147 0.244 -0.042
C -1.684778 -6.078013 8.390747 0.002 -0.010 0.029
F -1.815155 -6.884597 7.320440 -0.031 0.039 -0.015
F -2.871946 -6.038675 9.043083 0.065 -0.015 -0.029
F -2.296389 -4.073209 7.263080 0.130 -0.080 0.008
F -1.152767 -3.951238 9.113599 -0.039 0.024 -0.097
H 1.094110 -3.877077 5.913338 -0.020 -0.002 0.022
H -0.539585 -3.266732 5.779139 -0.144 -0.128 -0.041
H -1.668509 -4.230368 3.673700 -0.016 -0.006 -0.006
H -0.917927 -6.479621 9.056137 -0.007 0.014 -0.005
C 6.806234 0.393471 -4.404525 -0.425 -0.500 -0.022
C 7.261307 1.617921 -5.210670 0.022 0.213 0.300
C 8.548145 1.496894 -6.032292 -0.049 0.000 -0.108
F 9.614460 1.285593 -5.236449 0.005 -0.006 0.056
F 8.744618 2.656458 -6.700690 0.026 -0.007 0.001
F 7.332890 2.705513 -4.414701 0.011 -0.079 -0.053
F 6.278545 1.845005 -6.134647 0.026 -0.081 -0.027
O 7.097082 0.374521 -3.019968 0.440 0.433 0.018
C 8.264719 -0.126441 -2.511466 -0.238 -0.209 -0.044
C 9.043382 0.941146 -1.728607 0.007 0.006 0.030
F 9.374477 1.969222 -2.534762 0.013 -0.050 -0.025
F 10.184235 0.386098 -1.254618 -0.059 0.042 -0.019
F 9.039265 -0.703159 -3.452943 -0.085 0.098 0.030
F 7.943531 -1.088278 -1.611996 0.031 0.009 -0.125
H 5.717619 0.429748 -4.442146 0.022 0.019 0.030
H 7.100497 -0.537598 -4.892057 0.178 0.098 -0.027
H 8.466573 0.682950 -6.757382 0.013 -0.015 0.017
H 8.439318 1.307793 -0.896832 0.008 -0.007 -0.007
```
Forces are in eV/Å.

---

Record 5
DFT (the ωB97M-V functional and the def2-TZVPD basis) results for 2 unconnected molecules or ions with the total composition CF4OS at a distorted geometry.

Values from the calculation:
- Orbital gap: 10.8 eV
- ΔE to the lowest compared entry with this formula, charge and spin: 133.4 kJ/mol
- Strongest force on any atom: 0.06672 Eh/bohr

```
7
Properties=species:S:1:pos:R:3:forces:R:3
C 2.095227 0.297250 -0.835575 -0.719 1.173 -0.637
O -2.053988 1.467246 0.581809 -0.155 -0.327 -0.791
F 2.038986 1.010208 0.260270 0.209 -0.449 -0.001
F 2.659245 -0.803694 -0.539512 0.474 -0.723 0.645
F -0.805358 -0.627175 0.184987 -1.780 1.077 -0.750
F -3.100944 -0.705441 0.820104 0.684 0.803 -1.241
S -2.210855 0.269342 -0.170827 1.287 -1.554 2.775
```
Forces are in eV/Å.